No. 1
A structure of composition C35H25N8O2Ru in a non-equilibrium geometry, computed with ωB97M-V with the def2-TZVPD basis set.

Geometry as ORCA input:
```
! RIJCOSX wB97M-V def2-TZVPD def2/J DEFGRID3
* xyz 0 6
Ru -0.133 -0.155 -0.526
O 2.495 -1.058 2.784
C 1.599 -1.254 1.991
N 1.656 -0.996 0.632
C 2.844 -0.909 0.016
C 4.039 -1.505 0.515
C 5.202 -1.412 -0.184
C 5.236 -0.709 -1.406
C 4.113 -0.127 -1.930
C 2.873 -0.215 -1.247
N 1.677 0.311 -1.662
C 1.595 1.014 -2.837
O 2.496 1.298 -3.610
C 0.203 1.493 -3.215
C 0.006 2.059 -4.464
C -1.267 2.501 -4.787
C -2.285 2.376 -3.855
C -1.994 1.799 -2.628
N -0.773 1.367 -2.325
C 0.255 -1.736 2.484
C 0.119 -2.065 3.824
C -1.111 -2.526 4.263
C -2.147 -2.631 3.352
C -1.919 -2.263 2.035
N -0.738 -1.825 1.603
H 4.007 -2.033 1.454
H 6.100 -1.879 0.197
H 6.169 -0.631 -1.950
H 4.161 0.398 -2.865
H 0.844 2.139 -5.140
H -1.463 2.940 -5.757
H -3.291 2.710 -4.063
H -2.754 1.674 -1.866
H 0.969 -1.950 4.481
H -1.258 -2.795 5.301
H -3.125 -2.982 3.652
H -2.711 -2.307 1.297
C 2.714 2.579 3.357
C 1.548 2.085 3.926
C 0.493 1.672 3.129
C 0.588 1.755 1.738
C 1.760 2.252 1.171
C 2.814 2.656 1.975
N -0.411 1.241 0.885
C -1.766 1.459 1.179
C -2.259 2.479 1.994
C -3.624 2.615 2.208
C -4.535 1.748 1.611
C -4.081 0.745 0.772
C -2.712 0.609 0.552
N -2.134 -0.305 -0.298
N -2.823 -1.189 -0.995
C -2.007 -1.947 -1.771
C -2.568 -2.958 -2.583
C -1.751 -3.735 -3.354
C -0.361 -3.531 -3.338
C 0.133 -2.536 -2.536
N -0.650 -1.754 -1.773
H 3.539 2.889 3.984
H 1.465 1.998 5.002
H -0.397 1.255 3.582
H 1.836 2.305 0.093
H 3.720 3.030 1.514
H -1.570 3.172 2.456
H -3.980 3.414 2.846
H -5.595 1.864 1.792
H -4.759 0.066 0.272
H -3.641 -3.084 -2.565
H -2.179 -4.510 -3.978
H 0.310 -4.130 -3.935
H 1.193 -2.322 -2.476
*
```

For the calculated total energy, the calculation gives -2032.177751 Ha. The value obtained for the HOMO energy (spin up / spin down) is -0.2271 / -0.2722 Ha. For the HOMO-LUMO gap (spin up / spin down), the calculation gives 6.31 / 5.49 eV. The value obtained for the relative energy (zero: lowest compared OMol25 entry of this formula, charge and spin) is 0.00 kJ/mol.

No. 2
A structure of composition C35H25N8O2Ti, computed with ωB97M-V with the def2-TZVPD basis set.

Geometry as ORCA input:
```
! RIJCOSX wB97M-V def2-TZVPD def2/J DEFGRID3
* xyz -1 1
Ti -0.119 -0.288 -0.321
O 0.119 -4.279 1.071
C 0.263 -3.116 0.706
N -0.654 -2.154 0.485
C -2.031 -2.370 0.709
C -2.616 -3.533 1.209
C -3.993 -3.600 1.380
C -4.792 -2.519 1.049
C -4.223 -1.353 0.555
C -2.844 -1.265 0.385
N -2.171 -0.156 -0.164
C -2.748 1.078 -0.150
O -3.697 1.442 0.535
C -2.079 2.092 -1.049
C -1.672 3.310 -0.517
C -1.043 4.213 -1.353
C -0.882 3.881 -2.689
C -1.362 2.658 -3.130
N -1.948 1.768 -2.334
C 1.665 -2.618 0.450
C 2.761 -3.434 0.662
C 4.022 -2.916 0.429
C 4.142 -1.608 -0.013
C 2.994 -0.859 -0.212
N 1.779 -1.358 0.025
H -1.991 -4.374 1.457
H -4.435 -4.508 1.774
H -5.867 -2.572 1.177
H -4.842 -0.506 0.310
H -1.823 3.509 0.535
H -0.659 5.149 -0.964
H -0.376 4.546 -3.376
H -1.258 2.369 -4.171
H 2.586 -4.443 1.006
H 4.904 -3.525 0.588
H 5.107 -1.163 -0.213
H 3.038 0.159 -0.572
C -0.110 -0.351 5.052
C 1.155 -0.064 4.551
C 1.305 0.417 3.261
C 0.188 0.632 2.448
C -1.080 0.357 2.961
C -1.221 -0.140 4.250
N 0.335 1.032 1.100
C 1.161 2.097 0.765
C 1.598 3.124 1.595
C 2.383 4.147 1.069
C 2.736 4.146 -0.275
C 2.299 3.127 -1.117
C 1.504 2.113 -0.600
N 0.943 1.052 -1.298
N 1.423 0.883 -2.585
C 0.891 -0.202 -3.082
C 1.179 -0.658 -4.413
C 0.564 -1.765 -4.888
C -0.360 -2.481 -4.070
C -0.578 -2.033 -2.806
N 0.037 -0.938 -2.286
H -0.224 -0.741 6.056
H 2.032 -0.230 5.165
H 2.292 0.622 2.862
H -1.953 0.531 2.345
H -2.213 -0.363 4.623
H 1.322 3.124 2.642
H 2.721 4.948 1.717
H 3.351 4.944 -0.673
H 2.547 3.108 -2.169
H 1.880 -0.082 -5.002
H 0.772 -2.110 -5.895
H -0.875 -3.358 -4.433
H -1.261 -2.544 -2.138
*
```

For the calculated total energy, the calculation gives -2787.039555 Ha. The value obtained for the HOMO energy (spin up / spin down) is -0.1376 / -0.1377 Ha. For the HOMO-LUMO gap (spin up / spin down), the calculation gives 6.08 / 6.08 eV. The value obtained for the relative energy (zero: lowest compared OMol25 entry of this formula, charge and spin) is 2.61 kJ/mol.

No. 3
A structure of composition C35H26BiF3N4O7S3, computed with ωB97M-V with the def2-TZVPD basis set.

Geometry as ORCA input:
```
! RIJCOSX wB97M-V def2-TZVPD def2/J DEFGRID3
* xyz 0 1
Bi -0.247 -0.016 0.059
O 0.041 -1.173 2.465
C 1.353 -1.750 2.301
C 2.314 -0.596 1.855
O 3.471 -0.573 2.213
O 1.772 0.258 1.028
C 1.787 -2.469 3.575
C 0.895 -2.647 4.626
C 1.268 -3.368 5.756
C 2.534 -3.920 5.844
C 3.428 -3.749 4.793
C 3.059 -3.035 3.665
C 1.239 -2.772 1.176
C 2.181 -2.836 0.157
C 2.091 -3.826 -0.815
C 1.054 -4.746 -0.781
C 0.107 -4.683 0.238
C 0.203 -3.706 1.213
H 0.124 -0.480 3.135
H -0.103 -2.233 4.571
H 0.559 -3.499 6.565
H 2.823 -4.487 6.720
H 4.423 -4.173 4.850
H 3.759 -2.905 2.852
H 2.995 -2.117 0.119
H 2.838 -3.882 -1.600
H 0.984 -5.513 -1.543
H -0.697 -5.409 0.275
H -0.522 -3.662 2.019
F -3.066 4.368 2.099
C -3.973 3.382 2.126
F -3.788 2.690 3.266
F -5.191 3.957 2.203
C -3.881 2.487 0.922
C -4.976 2.329 0.094
C -4.911 1.463 -0.990
C -3.730 0.786 -1.201
N -2.659 0.951 -0.424
C -2.701 1.778 0.635
S -1.232 1.881 1.568
H -5.881 2.884 0.300
H -5.758 1.323 -1.647
H -3.620 0.078 -2.016
C 1.890 -1.137 -3.234
C 0.648 -1.955 -3.096
N -0.195 -1.906 -2.105
C -1.228 -2.820 -2.252
C -1.168 -3.552 -3.394
S 0.211 -3.121 -4.299
C -2.251 -2.965 -1.209
C -3.211 -3.925 -1.157
S -4.162 -3.727 0.249
C -3.213 -2.353 0.701
N -2.264 -2.095 -0.144
C -3.502 -1.548 1.927
H 2.058 -0.558 -2.331
H 1.795 -0.431 -4.061
H 2.749 -1.780 -3.430
H -1.856 -4.306 -3.747
H -3.405 -4.729 -1.852
H -3.901 -2.175 2.725
H -4.238 -0.769 1.711
H -2.586 -1.066 2.271
O 0.634 2.631 -3.219
C 0.693 2.408 -2.028
O 0.548 1.198 -1.526
C 0.966 3.529 -1.065
C 1.789 3.343 0.039
C 2.080 4.410 0.871
C 1.522 5.643 0.595
C 0.696 5.850 -0.498
C 0.433 4.784 -1.338
N 1.829 6.782 1.483
O 1.329 7.860 1.216
O 2.561 6.579 2.434
H 2.216 2.367 0.238
H 2.724 4.299 1.733
H 0.282 6.830 -0.679
H -0.183 4.909 -2.219
*
```

For the calculated total energy, the calculation gives -3803.890439 Ha. The value obtained for the HOMO energy is -0.3294 Ha. For the HOMO-LUMO gap, the calculation gives 8.76 eV. The value obtained for the relative energy (zero: lowest compared OMol25 entry of this formula, charge and spin) is 1.34 kJ/mol.

No. 4
A structure of composition C35H26BrN7Ti in a non-equilibrium geometry, computed with ωB97M-V with the def2-TZVPD basis set.

Geometry as ORCA input:
```
! RIJCOSX wB97M-V def2-TZVPD def2/J DEFGRID3
* xyz 0 3
Ti 0.782 -0.484 -0.219
C 2.066 3.030 2.348
C 1.806 2.155 1.294
N 0.960 1.112 1.456
C 0.253 1.015 2.617
C 0.478 1.807 3.764
C 1.464 2.833 3.595
C -0.316 1.505 4.943
C -1.214 0.443 4.969
C -1.478 -0.331 3.823
C -0.745 -0.043 2.654
N -0.767 -0.734 1.474
C -1.685 -1.691 1.152
C -3.012 -1.784 1.636
C -3.701 -2.999 1.434
C -3.196 -3.971 0.602
C -1.842 -3.939 0.102
C -1.202 -4.893 -0.717
C 0.095 -4.662 -1.223
C 0.769 -3.487 -0.916
N 0.198 -2.527 -0.116
C -1.092 -2.765 0.378
H 2.677 3.907 2.123
H 2.210 2.313 0.286
H 1.792 3.380 4.480
H -0.141 2.048 5.851
H -1.759 0.268 5.909
H -2.187 -1.131 3.827
H -3.475 -0.957 2.148
H -4.631 -3.221 1.942
H -3.823 -4.740 0.195
H -1.746 -5.772 -0.981
H 0.618 -5.436 -1.784
H 1.760 -3.273 -1.303
Br -2.597 2.899 1.474
C -2.154 3.586 -0.288
C -3.152 4.280 -1.032
C -2.763 4.885 -2.216
C -1.514 4.594 -2.745
C -0.613 3.880 -1.979
N -0.926 3.385 -0.771
H -4.157 4.403 -0.645
H -3.459 5.509 -2.751
H -1.206 4.954 -3.724
H 0.415 3.704 -2.298
N -2.474 0.135 -6.735
C -1.932 0.110 -5.700
C -1.309 -0.045 -4.438
C 0.065 -0.350 -4.325
C 0.673 -0.487 -3.089
C -0.009 -0.206 -1.884
C -1.377 0.094 -2.013
C -2.009 0.167 -3.247
H 0.653 -0.538 -5.205
H 1.728 -0.771 -3.049
H -1.929 0.349 -1.102
H -3.077 0.370 -3.306
N 2.719 -1.690 1.996
C 3.471 -1.205 0.960
C 4.862 -1.154 0.968
C 5.577 -0.763 -0.174
C 4.881 -0.297 -1.285
C 3.531 -0.104 -1.119
N 2.787 -0.683 -0.105
H 3.200 -2.219 2.703
H 1.733 -1.812 1.830
H 5.437 -1.535 1.805
H 6.655 -0.821 -0.217
H 5.442 -0.008 -2.177
H 2.910 0.409 -1.861
*
```

For the calculated total energy, the calculation gives -5156.095883 Ha. The value obtained for the HOMO energy (spin up / spin down) is -0.1855 / -0.2432 Ha. For the HOMO-LUMO gap (spin up / spin down), the calculation gives 4.69 / 6.33 eV. The value obtained for the relative energy (zero: lowest compared OMol25 entry of this formula, charge and spin) is 0.00 kJ/mol.